No. 1
Here is a gas-phase ion, C8H20IN4 (charge +1) from the Open Molecules 2025 dataset. Energies are from ωB97M-V/def2-TZVPD.

ORCA input file:
```
! wB97M-V def2-TZVPD RIJCOSX def2/J DEFGRID3
* xyz 1 1
C 2.94211 3.17510 -0.04139
N 1.94170 2.09740 0.22288
N 2.32905 0.97996 -0.56846
C 1.38413 -0.05162 -0.73288
C 1.15340 -0.89319 0.61857
C 0.04738 -1.87936 0.48712
N -1.31342 -1.25780 0.08776
C -2.33122 -2.28690 -0.15436
C -1.82274 -0.41822 1.26076
N -2.53399 0.79057 0.39345
I -4.51811 0.42730 0.09571
C -1.06311 -0.57192 -1.21016
C 0.06520 0.50184 -1.19797
H 4.01327 2.86568 -0.20973
H 2.68742 3.72222 -0.92062
H 2.86066 3.78548 0.77891
H 2.08589 1.82666 1.20763
H 3.32496 0.76860 -0.31166
H 1.75255 -0.59712 -1.66800
H 1.02205 -0.15829 1.37018
H 2.07163 -1.65911 0.85621
H 0.31089 -2.64161 -0.19846
H -0.16649 -2.16159 1.49954
H -3.12282 -2.35132 0.62585
H -2.65254 -1.97137 -1.15569
H -1.83313 -3.26607 0.03849
H -0.96081 0.05504 2.01398
H -2.44898 -1.01033 1.89427
H -2.45821 1.60203 1.06639
H -2.00224 -0.25341 -1.54246
H -0.75745 -1.36149 -1.84817
H 0.11252 0.81683 -2.25822
H -0.11954 1.37602 -0.49942
*
```

Computed properties:
Highest occupied orbital energy   -11.65 eV
Frontier orbital gap   8.27 eV
Relative energy (zero: lowest compared OMol25 entry of this formula, charge and spin)   0.0 kJ/mol
LUMO energy   -3.377 eV
DFT total energy   -22670.66454 eV
Molecular weight   299.18 g mol⁻¹
SMILES   CNN[C@H]1CC[N@@+](C)(CNI)CC1

Atomic partial charges in e from the Mulliken method, atoms 1 to 4: number 1, C, carries -0.9417; number 2, N, carries -0.3797; number 3, N, carries -0.2525; number 4, C, carries 0.0104

***

No. 2
Here is a molecular structure, C8H20N2 from the Open Molecules 2025 dataset. Energies are from ωB97M-V/def2-TZVPD.

ORCA input file:
```
! wB97M-V def2-TZVPD RIJCOSX def2/J DEFGRID3
* xyz 0 1
C -1.40062 0.52112 -0.68295
C -1.54020 -1.64760 0.48734
C -3.07513 0.12357 1.02759
C -0.68507 -0.07196 -1.89323
N -2.21794 -0.45296 0.00767
N -0.39066 1.20859 0.17690
H -2.08835 1.29845 -1.03441
H -0.83778 1.85585 0.81749
H 0.24388 0.51614 0.77140
H -2.29507 -2.36532 0.81020
H -0.87077 -1.45331 1.33825
H -0.95990 -2.10132 -0.31193
H -2.53210 0.43285 1.93683
H -3.60868 0.98229 0.61565
H -3.82245 -0.61405 1.32477
H 0.17530 -0.66563 -1.59609
H -1.38225 -0.68134 -2.46170
H -0.32063 0.73473 -2.52663
C 2.27654 1.45491 -0.68043
C 1.91347 -0.12240 1.49308
C 2.53001 0.15388 -0.17972
C 2.91731 -0.97067 -0.77679
H 2.74322 2.26014 -0.11608
H 2.43970 1.58209 -1.74691
H 1.34847 -1.05278 1.52797
H 1.54439 0.69170 2.13138
H 2.88709 -0.32785 1.93878
H 0.79341 1.59831 -0.34666
H 3.57440 -0.93861 -1.63446
H 2.64042 -1.94881 -0.41729
*
```

Computed properties:
Highest occupied orbital energy   -7.12 eV
Frontier orbital gap   7.85 eV
Relative energy (zero: lowest compared OMol25 entry of this formula, charge and spin)   413.4 kJ/mol
LUMO energy   0.730 eV
DFT total energy   -11596.58000 eV
Molecular weight   144.26 g mol⁻¹

Atomic partial charges in e from the Mulliken method, atoms 1 to 4: number 1, C, carries 0.0069; number 2, C, carries -0.9089; number 3, C, carries -1.0364; number 4, C, carries -1.6115

***

No. 3
Here is a single C8H20N2Si molecule from the Open Molecules 2025 dataset. Energies are from ωB97M-V/def2-TZVPD.

ORCA input file:
```
! wB97M-V def2-TZVPD RIJCOSX def2/J DEFGRID3
* xyz 0 1
C 2.02616 -0.87877 -0.71694
C 1.28079 1.06714 0.67958
C 2.40978 0.15078 0.37530
C 3.51869 1.01502 -0.19550
C 0.17106 -2.17427 0.44100
C -1.80596 1.97544 -1.04637
C -2.29139 0.39158 1.64123
C -2.96107 -1.18628 -0.90551
N 0.57345 -1.28263 -0.55573
N -0.12866 -0.10520 -0.53929
Si -1.82650 0.24413 -0.21549
H 2.05697 -0.29104 -1.65705
H 2.62740 -1.76690 -0.63271
H 0.68121 0.87650 1.55951
H 1.06522 2.08634 0.29682
H 2.64583 -0.28900 1.33424
H 3.04578 1.72984 -0.69186
H 4.30635 0.47244 -0.80273
H 3.93995 1.60540 0.62125
H -0.84149 -2.50172 0.33867
H 0.90228 -3.03760 0.44165
H 0.20963 -1.76650 1.46014
H -1.26178 1.78419 -2.04896
H -2.74684 2.41867 -1.19570
H -1.19587 2.68589 -0.50068
H -2.19550 -0.63324 2.02069
H -1.44178 0.96307 1.93644
H -3.20452 0.85521 1.68236
H -2.98134 -1.31706 -1.93698
H -2.56790 -2.11200 -0.54994
H -4.00995 -0.97942 -0.63748
*
```

Computed properties:
Highest occupied orbital energy (spin up / spin down)   -7.21 / -7.21 eV
Frontier orbital gap (spin up / spin down)   7.97 / 7.96 eV
Relative energy (zero: lowest compared OMol25 entry of this formula, charge and spin)   127.7 kJ/mol
LUMO energy (spin up / spin down)   0.757 / 0.756 eV
DFT total energy   -19474.97821 eV
Molecular weight   172.35 g mol⁻¹

Atomic partial charges in e from the Mulliken method, atoms 1 to 4: number 1, C, carries -0.8264; number 2, C, carries -0.8163; number 3, C, carries 0.7385; number 4, C, carries -1.6784